{
  "formula": "C35H49F6O6P2RhS2",
  "method": "ωB97M-V/def2-TZVPD",
  "homo_lumo_gap_ha": [0.333, 0.184],
  "s_squared": 8.78,
  "e_lumo_ev": [-3.2, -7.3],
  "charge": 1,
  "spin_multiplicity": 6,
  "elements": ["Rh", "C", "C", "C", "C", "C", "C", "C", "C", "C", "C", "C", "C", "C", "C", "C", "C", "C", "C", "C", "C", "C", "P", "C", "C", "C", "C", "C", "C", "C", "C", "H", "H", "H", "H", "H", "H", "H", "H", "H", "H", "H", "H", "H", "H", "H", "H", "H", "H", "H", "H", "H", "H", "H", "H", "H", "H", "H", "H", "H", "H", "H", "H", "H", "H", "H", "H", "H", "H", "H", "H", "H", "H", "H", "H", "H", "O", "S", "O", "O", "C", "C", "C", "C", "C", "C", "S", "O", "O", "O", "H", "H", "H", "H", "F", "P", "F", "F", "F", "F", "F"],
  "positions_angstrom": [[0.96088, 1.49824, 0.18388], [3.11411, -3.90625, -1.05227], [1.78106, -3.98878, -1.79930], [1.28421, -5.43721, -1.89374], [0.70924, -3.10782, -1.24167], [-0.24875, -2.55874, -2.06568], [-1.28405, -1.75773, -1.62307], [-2.43521, -1.50059, -2.58021], [-3.38482, -2.71586, -2.78380], [-1.98469, -1.08156, -3.98974], [-1.34698, -1.41249, -0.24474], [-0.45999, -2.09534, 0.61213], [0.59094, -2.86343, 0.09476], [-0.58572, -2.12965, 2.16006], [-1.35573, -3.39270, 2.59061], [0.67310, -2.10437, 3.03539], [-2.40303, -0.54924, 0.41315], [-3.54187, -1.25122, 0.88026], [-4.50260, -0.71746, 1.70806], [-4.40804, 0.62466, 2.02599], [-3.40152, 1.40784, 1.40943], [-2.37124, 0.86830, 0.66231], [-1.15176, 2.17752, 0.14946], [-1.82447, 2.91398, -1.45486], [-0.74622, 3.85880, -2.09117], [-1.98768, 1.64583, -2.29120], [-3.19664, 3.62047, -1.37700], [-1.05671, 3.63721, 1.42148], [-1.19087, 3.05085, 2.84665], [-2.09769, 4.78800, 1.27305], [0.36830, 4.17906, 1.26091], [3.96973, -4.05679, -1.73283], [3.18606, -4.61205, -0.18487], [3.27436, -2.92403, -0.56915], [1.98283, -3.55234, -2.81642], [1.37957, -5.95468, -0.93035], [1.91935, -5.96589, -2.59888], [0.24326, -5.48797, -2.21251], [-0.10986, -2.70826, -3.11379], [-3.06068, -0.73769, -2.10150], [-2.87462, -3.55267, -3.27289], [-4.22319, -2.39443, -3.44821], [-3.86547, -3.10867, -1.87839], [-1.91430, -1.98885, -4.65021], [-1.00676, -0.57422, -4.01159], [-2.73947, -0.41062, -4.49987], [1.32479, -3.17787, 0.83714], [-1.17196, -1.23910, 2.47229], [-0.71794, -4.30630, 2.49534], [-2.28235, -3.53317, 1.97039], [-1.72279, -3.30542, 3.63458], [1.24226, -3.04888, 2.87611], [0.42040, -2.08596, 4.08600], [1.34135, -1.28461, 2.79607], [-3.60768, -2.30146, 0.53224], [-5.35336, -1.33368, 2.07769], [-5.13319, 1.12526, 2.64242], [-3.45152, 2.48152, 1.57658], [0.24455, 3.41259, -2.01093], [-0.68615, 4.84950, -1.57068], [-0.95489, 4.02586, -3.13962], [-1.18182, 0.91025, -2.16048], [-1.90638, 1.91212, -3.33706], [-2.98810, 1.17936, -2.15272], [-3.15118, 4.64752, -1.07715], [-3.94024, 3.13420, -0.74583], [-3.63241, 3.67659, -2.37737], [-2.21381, 2.86092, 3.15323], [-0.86534, 3.81394, 3.54892], [-0.57318, 2.13768, 3.00798], [-3.13953, 4.40776, 1.37743], [-2.16573, 5.27634, 0.28205], [-1.98554, 5.57625, 2.04313], [1.11085, 3.57256, 1.82846], [0.41037, 5.20785, 1.68667], [0.76599, 4.28803, 0.23319], [1.93151, 0.61018, 4.59276], [2.36205, 1.26806, 3.35005], [2.56007, 2.71338, 3.39490], [1.28418, 0.90650, 2.32576], [3.93627, 0.50220, 2.93704], [4.76820, 0.55900, 4.04004], [5.93243, -0.28543, 3.95273], [6.14404, -1.11351, 2.85262], [5.38662, -0.92228, 1.65034], [4.32568, -0.06555, 1.69116], [3.57081, 0.38941, 0.09190], [2.21300, -0.32625, -0.05904], [4.47739, -0.10499, -0.88664], [3.30504, 1.87553, 0.10585], [4.48822, 1.17086, 4.88184], [6.66355, -0.31352, 4.77760], [6.92922, -1.86853, 2.88312], [5.67196, -1.46260, 0.76266], [2.07293, 2.54059, -2.90480], [1.65024, 1.41987, -4.02535], [3.10349, 0.77067, -3.93534], [1.07054, 0.36451, -2.85805], [0.11728, 2.08273, -4.15331], [1.18902, 0.28406, -5.09752], [2.13446, 2.45424, -5.17408]],
  "forces_ev_per_angstrom": [[3.79, -1.88, 1.14], [0.57, 0.20, 1.13], [0.66, 0.57, -0.93], [0.23, 0.08, -0.04], [0.35, -0.75, -0.09], [1.94, -0.85, -0.48], [-2.60, 0.83, 0.97], [-0.55, 0.20, 0.23], [-0.52, -0.25, 0.02], [0.03, 0.09, -1.21], [0.37, 0.37, 0.57], [-0.88, 1.15, 1.70], [0.83, -0.31, 0.35], [-0.84, 0.90, 0.32], [-1.20, -0.64, -0.57], [1.10, -0.95, -1.35], [-0.91, 0.38, -0.02], [1.27, -0.91, -1.14], [-0.91, 0.03, 0.47], [0.66, 0.59, -1.03], [-1.11, -0.10, 1.05], [0.56, -0.89, -0.20], [-3.49, 2.18, -0.19], [0.32, 0.02, -0.29], [-0.21, 0.34, 1.51], [-0.58, -0.29, -0.56], [-0.05, -0.22, -0.17], [-0.42, -0.35, 0.50], [0.45, -0.17, 0.16], [-1.18, -0.35, -0.70], [0.96, 0.39, 0.09], [-0.44, -0.16, 0.36], [-0.11, 0.20, -0.89], [-0.12, -0.14, -0.52], [-0.25, -0.70, 0.64], [-0.11, 0.24, -0.09], [-0.10, -0.20, -0.11], [0.04, -0.10, -0.15], [-0.17, -0.05, -0.69], [0.24, -0.10, -0.21], [-0.01, 0.16, 0.04], [0.77, -0.14, 0.39], [0.30, 0.24, 0.03], [0.07, 0.80, 0.60], [-0.39, -0.05, -0.03], [0.75, -0.68, 0.80], [0.00, -0.20, -0.48], [0.09, -0.50, -0.35], [-0.52, 0.69, 0.08], [0.85, -0.05, 0.48], [0.51, 0.00, -0.55], [-0.22, 0.48, 0.22], [-0.24, 0.21, 0.14], [-0.10, 0.03, 0.12], [-0.06, 0.68, 0.51], [0.86, 0.52, -0.31], [-0.18, 0.00, 0.15], [0.07, -0.35, -0.04], [0.06, -0.02, -0.30], [-0.26, -0.78, -0.35], [-0.10, -0.06, -0.15], [-0.17, 0.11, 0.12], [-0.10, 0.10, -0.24], [0.73, 0.34, 0.21], [0.22, 0.39, 0.20], [0.10, -0.26, 0.03], [0.19, -0.37, -0.15], [-0.12, -0.22, -0.23], [0.39, 0.10, 0.07], [-0.46, 0.69, -0.10], [0.65, 0.13, 0.24], [0.81, -0.16, 0.70], [0.37, -0.60, -0.27], [-0.38, 0.31, -0.11], [0.08, -0.68, -0.14], [-0.47, -0.01, 0.14], [0.76, 0.83, -1.79], [-0.61, 1.18, 2.16], [-0.14, -1.49, -0.31], [0.06, 0.17, -1.86], [-0.54, 0.81, -0.41], [1.41, -1.88, -1.44], [-0.41, 0.44, 0.45], [-0.59, 0.66, -0.53], [1.13, -0.61, 1.49], [-1.44, 0.73, 0.26], [0.91, -0.29, 0.26], [-0.28, 1.63, 0.39], [-0.20, 0.30, 0.04], [-1.16, -1.75, 0.16], [0.17, -0.21, 0.28], [-0.61, -0.02, -0.39], [-0.09, 0.37, -0.12], [-0.03, 0.15, -0.21], [-0.70, -0.79, 0.42], [-0.27, 0.52, -1.94], [-0.24, -0.08, 0.36], [0.14, 0.83, 0.66], [1.06, -0.51, 0.55], [0.21, 0.50, 0.09], [-0.27, -0.76, 0.37]]
}

{
  "formula": "C17H10Br3O3P",
  "method": "ωB97M-V/def2-TZVPD",
  "homo_lumo_gap_ha": 0.274,
  "smiles": "C/C(Br)=C(\\Br)c1cc2c(cc1P(O)Br)C(=O)c1ccccc1C2=O",
  "e_lumo_ev": -1.5,
  "elements": ["C", "C", "Br", "C", "Br", "C", "C", "C", "C", "C", "C", "P", "O", "Br", "C", "O", "C", "C", "C", "C", "C", "C", "C", "O", "H", "H", "H", "H", "H", "H", "H", "H", "H", "H"],
  "positions_angstrom": [[2.01079, -4.39052, -3.41326], [1.43119, -2.98963, -2.86513], [2.26579, -1.36221, -3.67929], [0.39848, -2.89939, -1.87867], [-0.32805, -4.64951, -1.23262], [-0.14249, -1.52991, -1.30966], [0.88593, -0.49689, -0.71059], [0.45522, 0.86462, -0.13615], [-1.07115, 1.23803, -0.11828], [-2.13488, 0.26584, -0.66152], [-1.63690, -1.10698, -1.24817], [-3.04199, -2.25379, -1.87608], [-3.29249, -3.50361, -0.69457], [-2.43036, -3.24986, -3.83196], [-1.40308, 2.67337, 0.54245], [-2.23946, 3.47919, 0.07806], [-0.51788, 3.00907, 1.85097], [-1.07746, 3.66004, 3.13186], [-0.10792, 3.88575, 4.34730], [1.38861, 3.48607, 4.33955], [1.94875, 2.84144, 3.04801], [1.00713, 2.61789, 1.84984], [1.51242, 1.91459, 0.48805], [2.60379, 2.17846, -0.06333], [2.11134, -5.17606, -2.57537], [3.09285, -4.19309, -3.76691], [1.39324, -4.78271, -4.29239], [2.00575, -0.76421, -0.70574], [-3.24645, 0.52029, -0.63667], [-4.25497, -3.72696, -0.66394], [-2.17509, 3.95027, 3.20358], [-0.54603, 4.34343, 5.30374], [2.09752, 3.63529, 5.22731], [3.03785, 2.51169, 2.94962]],
  "forces_ev_per_angstrom": [[0.91, 0.95, 0.30], [-1.85, -1.04, 1.84], [-0.96, -1.61, 0.80], [2.07, 1.05, -1.97], [0.66, 1.88, -0.35], [-0.70, 3.15, 1.84], [-2.32, 0.83, -0.08], [-2.31, -2.18, -1.05], [1.00, -2.05, -0.61], [4.02, -0.78, -0.12], [2.54, 0.51, 1.05], [-1.51, 0.34, 1.24], [0.34, 1.19, -1.28], [0.34, 0.18, 0.76], [-0.85, 0.98, -0.45], [2.63, -2.93, 1.71], [2.07, 0.29, 2.69], [3.75, -1.05, -0.36], [1.04, -1.29, -2.16], [-2.27, -0.71, -3.44], [-3.44, 0.92, -0.20], [-1.21, 0.57, 1.38], [1.12, 0.46, -0.51], [-3.59, -1.17, 2.01], [-0.55, 1.36, -1.31], [-1.84, -0.25, 0.37], [0.77, 0.58, 1.35], [-2.03, 0.49, -0.02], [1.83, -0.41, -0.10], [1.06, 0.50, -0.30], [1.76, -0.41, -0.10], [0.74, -0.77, -1.69], [-1.45, -0.17, -1.45], [-1.80, 0.59, 0.19]]
}

{
  "formula": "C4H6N2S",
  "method": "ωB97M-V/def2-TZVPD",
  "homo_lumo_gap_ha": 0.297,
  "relative_energy_kj_mol": 145.4,
  "smiles": "[H]/N=C\\NC(=S)C=C",
  "e_lumo_ev": -0.6,
  "elements": ["H", "N", "C", "N", "C", "S", "C", "C", "H", "H", "H", "H", "H"],
  "positions_angstrom": [[2.63560, 0.91569, 0.47057], [2.88565, -0.02912, 0.22383], [1.92369, -0.74254, -0.09961], [0.53072, -0.44775, -0.22150], [-0.05634, 0.75788, -0.10394], [0.74391, 2.20813, -0.07184], [-1.53728, 0.76339, -0.02307], [-2.25262, -0.35743, 0.11441], [2.06554, -1.79808, -0.34758], [0.02884, -1.29968, -0.50815], [-1.90241, 1.74546, 0.04059], [-3.31837, -0.35566, 0.32011], [-1.74693, -1.36030, 0.20618]],
  "forces_ev_per_angstrom": [[-0.17, 0.37, -0.15], [0.87, -0.05, 0.41], [-1.05, -0.67, -0.48], [1.12, -1.00, -0.17], [-0.28, 0.40, -0.33], [-0.33, -0.27, 0.18], [0.65, -1.75, 0.19], [0.60, -0.54, 0.59], [0.18, 0.10, 0.00], [-0.10, 1.16, 0.39], [-0.87, 0.99, -0.13], [0.11, 0.08, -0.27], [-0.75, 1.18, -0.25]]
}

| no. | maximum force (eV/Å) |
| --- | --- |
| 1 | 4.4 |
| 2 | 4.3 |
| 3 | 1.9 |